104
Properties=species:S:1:pos:R:3:mulliken_charge:R:1 method="wB97M-V/def2-TZVPD" total_energy_ev=-270999.2090 total_charge=+3 multiplicity=2
Zr 1.800 -16.048 11.245 0.235
Br 7.718 -12.413 8.645 -0.044
Ge 8.185 -19.607 12.315 0.020
Ge 7.293 -20.088 14.578 0.359
Cl 3.609 -16.653 5.925 -0.084
Cl 6.393 -16.136 6.502 -0.110
P 2.061 -18.719 10.671 0.856
O 1.845 -14.517 9.634 -0.618
O 3.702 -15.196 10.486 -0.774
O 0.802 -17.857 10.050 0.020
O 2.514 -19.544 9.394 -0.388
O 1.479 -19.723 11.763 -0.222
N 0.092 -14.517 11.597 -0.063
N 4.431 -13.156 6.342 -0.494
N 2.510 -14.840 13.127 -0.048
N 0.565 -17.006 13.106 -0.015
C 5.143 -16.045 5.195 -0.548
C 8.748 -20.408 9.540 -0.038
C 8.104 -18.907 15.894 -1.166
C 3.638 -13.616 7.270 -0.662
C 5.458 -19.594 14.264 -1.206
C 7.221 -15.819 10.485 0.375
C 7.547 -21.992 15.084 -1.181
C 8.607 -21.175 8.448 -0.679
C 5.159 -13.169 9.017 -0.800
C 8.243 -20.799 10.802 0.452
C 5.615 -12.719 6.667 -0.191
C 7.673 -22.080 10.894 -0.086
C 3.105 -14.477 9.611 1.408
C 7.548 -22.918 9.791 -0.799
C -0.802 -16.519 12.867 -0.804
C -0.130 -18.122 8.907 -0.280
C 0.232 -17.161 7.850 -1.091
C -0.926 -15.024 12.530 -0.700
C 0.780 -13.352 12.165 -0.845
C -0.013 -21.445 12.590 -1.304
C 1.116 -16.521 14.413 -0.714
C 4.113 -20.527 7.986 -1.262
C 6.003 -12.709 8.019 0.152
C 3.658 -20.443 9.410 0.199
C 2.486 -15.809 14.291 -0.608
C 7.374 -17.167 10.643 -0.340
C 8.357 -15.376 12.589 -1.211
C 0.259 -20.562 11.395 -0.148
C 1.666 -13.685 13.366 -0.833
C 3.935 -13.689 8.650 -0.034
C 7.711 -14.935 11.437 -0.388
C 8.032 -17.657 11.836 0.342
C 8.578 -16.766 12.738 -0.527
C 7.986 -22.469 8.520 -0.428
H 2.782 -15.294 15.200 0.496
H 6.283 -12.414 5.842 0.398
H 7.335 -22.356 11.917 0.234
H -0.983 -22.003 12.397 0.363
H 7.934 -23.094 7.597 0.420
H 4.429 -19.921 10.014 0.049
H 6.746 -15.371 9.621 0.108
H 2.644 -14.025 6.943 0.559
H 1.290 -17.350 7.569 0.076
H 4.812 -20.227 14.876 0.543
H -1.228 -17.086 12.043 0.323
H 9.289 -19.441 9.407 0.374
H 8.822 -14.721 13.320 0.448
H 9.022 -17.082 13.676 0.533
H -2.003 -14.923 12.184 0.432
H 3.371 -21.385 9.921 0.254
H -0.025 -20.842 13.500 0.313
H -0.013 -19.165 8.634 0.380
H -0.876 -14.413 13.419 0.289
H 5.216 -19.859 13.247 0.317
H 0.778 -22.180 12.679 0.330
H 1.313 -12.936 11.309 0.353
H 1.020 -13.816 14.235 0.315
H 0.497 -21.246 10.583 0.429
H -0.252 -14.250 10.698 0.412
H 9.179 -19.100 16.020 0.376
H -0.410 -17.318 7.025 0.566
H -1.389 -16.750 13.747 0.573
H 3.258 -16.546 14.108 0.212
H 8.550 -22.350 14.975 0.409
H 7.257 -22.076 16.116 0.406
H 0.386 -15.868 14.918 0.366
H 5.476 -16.727 4.425 0.418
H 6.879 -22.588 14.466 0.399
H 3.477 -14.605 12.957 0.324
H 5.531 -13.256 10.008 0.837
H -1.172 -17.956 9.277 0.334
H 7.104 -23.864 9.862 0.499
H 7.606 -19.008 16.838 0.415
H 4.966 -15.011 4.917 0.352
H 4.409 -19.538 7.656 0.289
H 0.183 -16.093 8.101 0.185
H -0.531 -19.893 11.100 0.240
H 3.358 -20.845 7.307 0.387
H 7.076 -17.864 9.850 0.508
H 1.180 -17.477 15.001 0.498
H 0.069 -12.572 12.523 0.499
H 4.998 -21.158 7.843 0.316
H 8.020 -17.890 15.537 0.430
H 9.162 -20.953 7.535 0.433
H 0.594 -18.011 13.078 0.074
H 7.608 -13.860 11.270 0.259
H 2.269 -12.845 13.552 0.602
H 5.309 -18.562 14.430 0.363